Formula: C44H56N7O4P3SSr
Source: OMol25
Level of theory: wB97M-V/def2-TZVPD

The geometry in XYZ format:
```
116
Properties=species:S:1:pos:R:3:forces:R:3
Sr -0.462 -1.929 1.526 -0.151 0.102 -0.932
C 0.275 3.855 4.868 -5.967 4.136 2.463
C 0.723 2.768 5.461 2.495 -3.521 -2.242
C 1.582 2.116 4.184 -1.290 1.831 3.130
C 2.021 0.881 4.005 -1.441 -3.064 1.378
C 1.531 3.205 3.284 1.684 2.669 -1.702
C 0.668 4.249 3.535 0.981 -3.366 -1.436
P 2.631 0.007 2.384 -0.629 2.313 0.149
C 4.507 0.415 2.396 0.640 2.415 -0.090
C 5.022 1.648 3.029 1.397 -3.302 -1.237
C 6.416 1.833 2.956 -0.877 0.536 -0.946
C 7.185 0.975 2.176 1.455 -1.280 0.546
C 6.724 -0.116 1.426 -1.366 1.851 1.527
C 5.369 -0.308 1.474 -3.402 0.354 1.764
C 2.048 1.374 1.072 3.293 0.447 -3.793
C 3.214 1.695 0.117 -3.456 2.124 2.998
C 3.037 2.717 -0.855 2.364 -0.323 -1.607
C 1.818 3.392 -1.094 2.808 -2.886 2.254
C 0.861 3.074 -0.174 -3.397 3.019 -1.573
C 0.851 2.032 0.664 -0.394 -5.203 4.505
H -0.585 4.540 5.293 1.822 -1.408 -0.072
H 0.653 2.120 6.368 -0.620 1.324 -0.841
H -4.864 4.810 4.586 -0.490 -2.956 0.359
H 2.422 3.513 2.799 0.533 -0.723 -2.018
H 0.304 4.832 2.618 0.544 0.033 2.363
H 4.514 2.379 3.601 -1.151 0.134 0.405
H 6.840 2.767 3.367 -0.039 -0.843 -0.005
H 8.267 0.932 2.292 0.045 0.885 -0.155
H 7.385 -0.773 0.953 0.806 -0.674 -0.953
H 4.714 -0.947 0.883 0.962 -0.708 -0.224
H 4.122 1.508 0.666 0.575 -0.173 -1.483
H 3.965 3.040 -1.540 -2.092 -0.989 1.626
H 1.734 3.960 -1.953 -0.470 1.688 -1.107
H -0.008 3.776 -0.140 0.079 -1.139 -0.292
C -4.519 1.505 0.460 -1.290 -1.978 0.947
N -4.574 -0.064 0.775 1.807 2.100 -0.410
C -5.787 -0.519 1.418 2.210 -0.573 0.555
C -3.244 -0.591 1.260 -2.468 4.686 0.300
N -3.024 -1.788 1.514 -0.200 -3.347 0.629
N -2.318 0.430 1.695 1.336 -2.142 -2.998
C -1.280 0.699 0.737 -6.927 -2.437 -1.818
N -1.369 0.351 -0.561 -0.109 0.035 2.869
N -0.397 1.404 1.332 6.517 4.834 0.331
H -4.661 2.088 1.397 0.446 -0.486 -0.291
H -5.339 1.961 -0.235 1.391 -1.645 0.686
H -3.505 1.547 0.101 0.018 0.883 -0.464
H -6.582 -0.500 0.729 -1.222 -0.125 -0.687
H -5.976 0.057 2.298 -0.591 0.822 0.703
H -5.590 -1.514 1.822 -0.370 -0.258 -0.359
H -3.786 -2.508 1.602 0.928 1.290 -0.781
H 3.849 -13.082 -2.891 0.254 1.884 -0.250
H 1.679 2.938 -9.102 -1.407 2.339 -0.054
H -0.621 0.836 -1.001 1.000 0.090 -0.813
H -0.472 1.457 2.324 -0.091 0.351 0.606
S -2.856 -3.771 3.950 0.468 0.038 0.706
C -1.381 -3.052 4.096 2.030 0.546 -0.973
N -0.279 -2.578 3.978 -2.481 -0.869 0.640
O 1.501 -2.041 -0.293 0.197 0.737 -0.035
C 1.328 -3.244 -0.531 1.939 -1.223 1.612
O 0.272 -3.888 -0.342 -0.879 0.697 0.554
C 2.618 -4.201 -0.801 -2.674 1.692 -0.935
C 2.194 -5.499 -0.848 0.123 -2.344 0.288
C 3.082 -6.592 -1.211 -2.549 1.100 2.244
C 4.373 -6.236 -1.348 0.085 1.457 -0.331
C 4.754 -4.899 -1.483 -0.954 0.297 0.641
C 3.841 -3.823 -1.291 3.964 0.931 -1.346
N 6.175 -4.837 -1.903 -1.400 -0.232 -1.829
O 6.871 -3.885 -1.640 0.183 -0.148 0.217
O 6.467 -5.783 -2.657 1.060 1.329 0.918
H 1.115 -5.520 -0.521 1.295 -0.939 -0.658
H 2.777 -7.638 -1.060 0.073 0.596 -0.417
H 5.187 -6.870 -1.409 0.927 -1.775 -0.225
H 4.248 -2.786 -1.680 -1.393 -1.904 1.415
C 2.174 2.022 -9.139 2.440 -1.927 1.833
P -4.458 5.865 3.915 -0.162 3.241 -1.682
C -6.159 6.468 3.415 -1.425 2.118 0.839
C -3.954 5.649 2.157 0.382 -0.084 -2.623
C -4.597 4.887 1.091 0.943 0.051 2.712
C -4.026 4.753 -0.168 -3.300 -1.375 1.221
C -2.914 5.410 -0.399 3.434 2.127 -2.458
C -2.374 6.362 0.418 -0.272 0.090 1.527
C -2.926 6.526 1.681 0.270 -0.390 1.043
H 3.756 -13.766 -2.800 -0.254 -1.883 0.250
H -6.193 -7.762 0.039 0.002 0.002 0.000
H 2.816 2.153 -8.088 -1.012 -0.375 -1.807
H -7.072 6.336 4.087 1.309 -0.589 -0.841
H -6.430 6.458 2.345 0.124 -1.021 0.517
H -6.056 7.559 3.508 0.127 0.117 0.131
H -5.425 4.275 1.416 -0.268 -0.030 -0.308
H -4.499 4.154 -0.935 0.078 -0.160 0.161
H -2.396 5.369 -1.335 -0.035 -0.608 -0.713
H -1.480 6.904 0.140 -0.149 0.136 -0.118
H -2.446 7.306 2.294 -0.472 -0.611 0.222
C -3.798 -3.671 -3.396 -0.645 -3.394 1.601
C -2.627 -2.873 -3.055 3.291 1.858 -0.103
P -1.518 -2.433 -4.594 0.265 -1.678 -0.861
C 0.071 -3.585 -4.732 1.287 2.808 3.642
C 0.718 -4.014 -3.278 6.848 4.214 -3.632
C -0.536 -1.028 -3.981 -1.524 1.152 -1.903
C -1.377 0.179 -3.628 0.335 1.799 -0.530
H -3.485 -4.684 -3.703 0.096 0.338 -0.674
H -4.526 -3.320 -4.050 -0.705 1.054 -1.634
H -4.428 -4.028 -2.556 0.399 0.813 0.425
H -1.992 -3.290 -2.221 -0.774 0.431 -0.722
H -2.801 -1.796 -2.867 -0.497 -0.699 0.657
H 0.834 -2.962 -5.350 -1.386 -1.441 0.930
H -0.067 -4.572 -4.982 -0.777 -1.915 -2.121
H 0.223 -4.635 -2.725 -3.158 -4.871 2.148
H 0.892 -3.354 -2.411 -0.159 1.181 -1.809
H 2.075 -4.408 -3.402 -4.422 0.745 -0.016
H 0.171 -0.706 -4.770 -0.108 -0.543 0.488
H -0.080 -1.429 -3.154 1.663 -0.409 2.127
H -2.297 0.027 -3.140 -0.943 -0.865 1.122
H -1.770 0.753 -4.500 1.000 -0.278 0.131
H -0.826 0.848 -2.934 -0.268 -0.179 -0.835
H 1.546 0.151 4.880 1.923 1.442 -2.289
```
Forces are in eV/Å.

net charge: -2
total energy: -3846.63930 Eh
strongest force on any atom: 0.172 Eh/bohr